(1)
{"formula": "C45H51BeGe2N3O7S3", "method": "ωB97M-V/def2-TZVPD", "species": ["Be", "C", "O", "C", "C", "C", "C", "C", "C", "N", "C", "N", "C", "C", "C", "C", "C", "C", "O", "C", "N", "C", "C", "C", "C", "C", "C", "O", "C", "H", "H", "H", "H", "H", "H", "H", "H", "H", "H", "H", "H", "H", "H", "H", "H", "H", "H", "H", "H", "H", "H", "O", "S", "O", "O", "S", "C", "Ge", "C", "C", "Ge", "C", "C", "C", "C", "C", "C", "C", "C", "C", "C", "C", "C", "H", "H", "H", "H", "H", "H", "H", "H", "H", "H", "H", "H", "H", "H", "H", "H", "H", "H", "H", "C", "C", "C", "C", "C", "C", "C", "S", "C", "O", "H", "H", "H", "H", "H", "H", "H", "H", "H", "H"], "xyz": [[-0.04510, -0.28890, 0.33060], [5.83580, -1.53670, -0.07290], [6.61020, -0.61290, 0.65360], [6.08270, 0.50080, 1.24770], [6.99910, 1.12700, 2.09650], [6.68490, 2.27170, 2.79730], [5.43340, 2.84360, 2.64010], [4.52390, 2.24970, 1.78970], [4.80960, 1.06800, 1.09790], [3.79930, 0.51280, 0.28540], [2.51720, 0.20640, 0.69350], [2.25390, 0.39020, 1.98380], [1.12630, 0.01320, 2.73140], [-0.04930, -0.38990, 2.11020], [-1.09260, -0.72190, 2.97950], [-0.98060, -0.62130, 4.35600], [0.21540, -0.23010, 4.93980], [1.28580, 0.07380, 4.11910], [2.53900, 0.43620, 4.63960], [3.43190, -0.65080, 4.76070], [1.64980, -0.29200, -0.14240], [2.03970, -0.47570, -1.49110], [2.84150, -1.70240, -1.91170], [3.73740, -1.59390, -3.05110], [3.67500, -0.50430, -3.84560], [2.95710, 0.66470, -3.46690], [2.28060, 0.75300, -2.29190], [1.81270, 1.86730, -1.69660], [2.32370, 3.13690, -2.05060], [6.47120, -2.42020, -0.15160], [5.61250, -1.17390, -1.08370], [4.91160, -1.80740, 0.44330], [7.96660, 0.65840, 2.18690], [7.41390, 2.71670, 3.45790], [5.16280, 3.74640, 3.16590], [3.56030, 2.70960, 1.63150], [4.04920, 0.18400, -0.63280], [2.98340, 0.80180, 2.55600], [-2.02600, -1.06490, 2.55460], [-1.82290, -0.86380, 4.99170], [0.32510, -0.16000, 6.01330], [3.30420, -1.16690, 5.72070], [4.44020, -0.23350, 4.70960], [3.29360, -1.37260, 3.94880], [3.06340, -2.45210, -1.15610], [4.43160, -2.39640, -3.24640], [4.26800, -0.45660, -4.74790], [3.06670, 1.52790, -4.10450], [1.48680, 3.82810, -1.99050], [2.74630, 3.17010, -3.05170], [3.09980, 3.42280, -1.33260], [-2.83330, -5.01490, 1.60100], [-3.27230, -4.00000, 0.67150], [-2.42750, -4.90090, -1.20020], [-4.65870, -4.15370, 0.26680], [-1.10900, -1.98250, -0.32850], [1.49750, 4.71840, 0.95070], [-0.30010, 3.82250, 1.26220], [-1.40780, 5.52080, 1.24000], [-0.16960, 3.38560, 3.21930], [-1.03450, 1.78370, -0.07710], [-1.75300, 2.80720, -1.65390], [-2.77980, 2.27250, -2.42250], [-3.23970, 2.90780, -3.56050], [-2.66790, 4.10210, -3.96770], [-1.65410, 4.66080, -3.20660], [-1.20990, 4.01640, -2.06610], [-2.82530, 1.55580, 0.80500], [-3.41890, 2.45320, 1.68030], [-4.66120, 2.21580, 2.24030], [-5.35540, 1.05810, 1.93500], [-4.78290, 0.14110, 1.07010], [-3.54100, 0.39950, 0.51850], [1.69930, 5.39140, 1.77970], [1.51250, 5.30880, 0.03790], [2.31230, 4.00540, 0.89000], [-0.93750, 6.26810, 1.87420], [-2.41750, 5.36300, 1.60140], [-1.48270, 5.92600, 0.23530], [-0.23580, 4.28200, 3.82960], [0.76740, 2.88670, 3.44710], [-0.96830, 2.71140, 3.51270], [-3.23330, 1.34190, -2.11170], [-4.04200, 2.47010, -4.14030], [-3.01110, 4.60130, -4.86640], [-1.19990, 5.59640, -3.51190], [-0.42820, 4.47000, -1.46480], [-2.88980, 3.35550, 1.94280], [-5.09130, 2.94080, 2.91950], [-6.32880, 0.86760, 2.37060], [-5.30120, -0.77810, 0.82970], [-3.09470, -0.34010, -0.12970], [-4.03110, -5.72160, -2.86890], [-3.19600, -4.57930, -2.34360], [-1.70970, -4.57170, -2.43430], [-1.00230, -3.32890, -2.55060], [-1.65400, -2.09610, -2.13130], [-3.12970, -2.12760, -2.20620], [-3.83500, -3.24750, -2.33880], [-1.04560, -0.59560, -3.00050], [-1.35910, -1.11090, -4.71910], [1.46890, -1.53930, -2.15390], [-3.46300, -6.64730, -2.82310], [-4.34670, -5.53930, -3.89400], [-4.91160, -5.82060, -2.23790], [-1.21730, -5.45580, -2.83140], [0.06260, -3.31670, -2.69060], [-3.62350, -1.16660, -2.17320], [-4.91040, -3.22810, -2.41670], [-0.77070, -1.99740, -4.94130], [-1.05320, -0.28050, -5.34730], [-2.41670, -1.32120, -4.85410]], "atomic_forces_ev_per_a": [[0.0, -0.2, -0.1], [-0.1, -0.3, -0.1], [0.0, 0.4, 0.2], [0.2, 0.0, 0.2], [-0.1, 0.0, -0.1], [0.1, -0.1, -0.1], [-0.2, 0.0, 0.0], [0.2, 0.1, -0.1], [0.1, 0.0, 0.1], [-0.1, 0.0, -0.3], [0.4, -0.3, -0.4], [0.6, 0.6, 0.6], [-0.4, -0.2, 0.2], [0.1, 0.2, -0.2], [0.0, 0.0, -0.2], [-0.1, -0.1, 0.1], [0.3, 0.1, 0.0], [0.1, -0.2, 0.1], [-0.6, 0.3, -0.2], [0.3, -0.2, 0.1], [-0.5, -0.1, 0.3], [0.3, 0.7, 0.4], [0.8, -0.2, 0.1], [0.0, 0.0, -0.3], [0.2, -0.6, 0.3], [-0.4, 0.7, 0.2], [0.0, 0.0, -0.3], [0.0, -0.5, -0.2], [0.1, 0.2, 0.0], [-0.1, 0.0, -0.1], [0.0, 0.0, 0.1], [0.1, 0.0, 0.0], [0.1, 0.0, 0.0], [0.1, 0.0, 0.0], [0.0, 0.1, 0.0], [-0.1, 0.0, 0.0], [-0.1, 0.1, 0.0], [-0.1, -0.2, -0.2], [-0.2, 0.0, 0.0], [0.0, 0.0, 0.0], [0.0, 0.0, 0.1], [0.0, 0.0, -0.1], [0.0, -0.1, 0.0], [0.0, 0.0, 0.0], [-0.1, 0.1, 0.1], [0.1, -0.1, -0.1], [0.1, 0.0, -0.1], [0.0, 0.1, 0.0], [0.1, 0.0, 0.0], [-0.1, 0.0, -0.1], [-0.1, 0.0, 0.0], [0.2, 0.2, -0.3], [-1.2, -0.3, 1.4], [0.3, -0.5, 0.5], [0.3, 0.0, -0.1], [0.2, 0.3, -0.2], [-0.4, -0.4, -0.1], [0.3, 0.5, 0.5], [0.1, -0.6, -0.1], [-0.1, 0.0, -0.5], [-0.5, 0.8, 0.3], [0.5, -0.3, 0.2], [-0.2, -0.1, 0.1], [-0.1, 0.0, -0.1], [0.0, 0.2, -0.1], [0.1, 0.2, -0.2], [0.1, 0.0, 0.1], [0.2, 0.0, 0.0], [0.2, 0.1, 0.1], [-0.2, 0.1, 0.1], [-0.1, -0.1, 0.1], [-0.2, 0.0, 0.0], [0.0, -0.2, -0.2], [-0.1, 0.1, 0.2], [-0.1, 0.1, -0.2], [0.1, -0.1, 0.0], [0.2, 0.0, 0.1], [-0.2, 0.0, 0.1], [0.0, 0.0, -0.2], [0.0, 0.2, 0.0], [0.2, -0.1, 0.0], [-0.2, -0.1, 0.1], [-0.1, -0.1, 0.0], [-0.1, 0.0, 0.0], [0.0, 0.0, 0.0], [0.0, 0.1, 0.0], [0.0, 0.1, -0.1], [-0.1, 0.2, 0.1], [0.0, 0.0, 0.1], [0.0, 0.0, 0.0], [0.0, -0.1, 0.0], [0.0, -0.1, 0.0], [0.3, 0.2, 0.2], [0.0, -0.2, -1.0], [-0.1, -0.4, -0.7], [0.1, -0.1, 0.1], [0.7, 0.9, 0.4], [-0.4, -0.2, -0.2], [0.0, 0.3, -0.1], [-0.4, -0.2, -0.2], [0.0, 0.1, 0.6], [-0.3, -0.3, -0.3], [0.0, -0.1, 0.0], [0.0, 0.0, -0.1], [-0.1, 0.0, 0.0], [-0.1, 0.0, 0.0], [0.2, 0.0, -0.1], [-0.1, 0.1, 0.1], [-0.2, 0.1, 0.1], [0.0, 0.0, -0.1], [0.0, 0.1, -0.1], [-0.1, 0.0, -0.1]], "total_charge": -1, "multiplicity": 2, "homo_ev": [-4.264, -4.332], "relative_energy_ev": 3.8401, "lumo_ev": [2.0693, 2.0660], "s2": 0.76}

---

(2)
{"formula": "C45H51HfN5O2Se", "method": "ωB97M-V/def2-TZVPD", "species": ["Hf", "C", "C", "O", "C", "C", "C", "N", "N", "C", "O", "C", "C", "C", "C", "C", "C", "H", "H", "H", "H", "H", "H", "H", "H", "H", "H", "H", "H", "C", "C", "C", "C", "C", "C", "C", "C", "C", "C", "C", "C", "N", "C", "C", "C", "C", "C", "N", "C", "C", "C", "C", "H", "H", "H", "H", "H", "H", "H", "H", "H", "H", "H", "H", "H", "H", "H", "H", "H", "H", "H", "H", "H", "H", "H", "H", "H", "H", "H", "H", "H", "N", "C", "C", "C", "C", "C", "C", "H", "H", "H", "H", "H", "Se", "C", "C", "C", "C", "C", "C", "H", "H", "H", "H", "H"], "xyz": [[-0.18904, -0.23820, -0.12689], [-1.11175, -4.03226, 1.88150], [-1.38931, -2.60308, 1.47086], [-0.39067, -1.80602, 1.42783], [-2.69620, -2.23784, 1.19635], [-3.06226, -0.90311, 0.88783], [-4.46749, -0.56472, 0.49198], [-2.14394, 0.02175, 0.92697], [-2.54501, 1.33276, 0.76054], [-1.53719, 2.12581, 0.55094], [-0.29214, 1.74353, 0.43029], [-1.83397, 3.57944, 0.58382], [-3.13950, 4.05139, 0.44474], [-3.40704, 5.40487, 0.54870], [-2.37575, 6.30749, 0.78511], [-1.07419, 5.84395, 0.91039], [-0.80284, 4.48781, 0.80645], [-0.12272, -4.31517, 1.52669], [-1.85438, -4.70943, 1.46105], [-1.13753, -4.10743, 2.97376], [-3.46026, -3.00250, 1.18903], [-5.08615, -1.45943, 0.44600], [-4.42521, -0.08633, -0.48897], [-4.90161, 0.15855, 1.18454], [-3.91962, 3.32974, 0.24774], [-4.42460, 5.76482, 0.44798], [-2.58591, 7.36902, 0.85326], [-0.27007, 6.54800, 1.09268], [0.20698, 4.10816, 0.90171], [4.84702, -1.77641, 2.58839], [3.32438, -1.93354, 2.64166], [2.93994, -3.36296, 3.03889], [2.67694, -0.92969, 3.58405], [2.97451, -1.00441, 4.93989], [2.33331, -0.19920, 5.86389], [1.33881, 0.66219, 5.42935], [1.00781, 0.77181, 4.08639], [-0.12946, 1.66899, 3.65994], [-1.46283, 0.96685, 3.95087], [-0.09705, 3.05135, 4.31589], [1.71994, 0.01232, 3.13797], [1.48728, 0.15753, 1.75562], [2.49576, 0.58727, 1.06881], [2.66554, 0.59443, -0.32818], [3.88489, 0.96144, -0.91027], [3.76170, 0.69753, -2.25655], [2.48054, 0.14501, -2.46357], [1.79076, 0.10605, -1.29180], [2.12062, -0.41815, -3.83508], [2.86079, -1.75740, -3.99069], [2.62238, 0.55377, -4.91713], [0.64154, -0.66050, -4.09437], [5.27509, -2.49512, 1.88603], [5.28998, -1.94689, 3.57322], [5.12560, -0.77405, 2.25864], [2.93524, -1.77952, 1.63856], [3.33643, -3.62406, 4.02385], [3.33060, -4.07160, 2.30542], [1.85365, -3.45965, 3.06017], [3.71878, -1.71560, 5.28320], [2.58562, -0.26227, 6.91621], [0.80781, 1.26281, 6.15976], [-0.05558, 1.80384, 2.58489], [-1.57199, 0.79408, 5.02700], [-1.50377, 0.00914, 3.43107], [-2.29471, 1.57760, 3.59348], [-0.36976, 2.99909, 5.37405], [-0.81110, 3.70899, 3.81605], [0.89492, 3.50308, 4.23858], [3.37361, 0.96771, 1.60546], [4.74525, 1.34647, -0.38024], [4.53355, 0.82504, -2.99842], [3.94129, -1.62710, -3.87102], [2.66483, -2.18104, -4.98085], [2.51056, -2.46536, -3.23794], [3.71033, 0.65282, -4.91202], [2.17875, 1.54071, -4.76909], [2.31870, 0.18456, -5.89998], [0.18426, -1.21981, -3.28578], [0.52302, -1.23103, -5.02051], [0.10398, 0.27994, -4.19996], [-1.45286, -0.11247, -1.62275], [-1.74584, 1.04028, -2.23516], [-3.02752, 1.27923, -2.83356], [-3.38936, 2.49526, -3.37695], [-2.49685, 3.56292, -3.43203], [-1.20673, 3.35007, -2.94897], [-0.83047, 2.14484, -2.39413], [-3.74066, 0.45990, -2.82254], [-4.39415, 2.62312, -3.77415], [-2.79415, 4.52238, -3.83965], [-0.47674, 4.15277, -3.01650], [0.19053, 2.01083, -2.06774], [0.50976, -2.95766, -1.17448], [-0.68098, -3.69983, -2.47932], [-0.34743, -4.91252, -3.09225], [-1.18679, -5.49398, -4.03103], [-2.38057, -4.87589, -4.38037], [-2.71573, -3.66809, -3.77908], [-1.88334, -3.08233, -2.83588], [0.58806, -5.38627, -2.81659], [-0.90480, -6.43201, -4.49975], [-3.03980, -5.33086, -5.11240], [-3.64007, -3.17076, -4.05633], [-2.13412, -2.12751, -2.38509]], "atomic_forces_ev_per_a": [[0.0, -2.8, -0.4], [0.1, 0.2, 0.1], [-0.2, -0.3, 0.2], [-0.1, 0.0, 0.1], [0.1, -0.1, -0.2], [0.1, 0.2, 0.4], [0.1, 0.1, 0.1], [-0.2, 0.6, 0.1], [-0.2, 0.5, 0.2], [-0.8, -0.1, 0.3], [-0.4, 0.7, 0.0], [0.1, 0.2, -0.1], [0.1, -0.1, 0.0], [0.0, 0.0, 0.0], [0.0, 0.0, 0.0], [0.0, 0.1, 0.0], [0.0, -0.1, 0.0], [0.0, 0.0, 0.0], [0.0, 0.0, 0.0], [0.0, 0.0, 0.0], [0.0, 0.0, 0.0], [0.0, 0.0, 0.0], [0.0, 0.0, 0.0], [0.0, 0.0, 0.0], [0.0, 0.0, 0.0], [0.0, 0.0, 0.0], [0.0, 0.0, 0.0], [0.0, 0.0, 0.0], [0.0, 0.0, 0.0], [-0.1, 0.0, 0.0], [0.1, 0.0, 0.1], [-0.1, 0.1, -0.1], [-0.2, 0.0, -0.3], [0.0, 0.0, 0.1], [0.0, 0.0, 0.0], [0.0, 0.0, 0.1], [0.1, 0.0, -0.2], [-0.2, 0.0, 0.1], [0.1, 0.0, 0.0], [0.0, -0.1, -0.1], [0.1, -0.3, 0.5], [0.4, 0.1, -0.6], [0.1, 0.1, 0.7], [0.4, 0.2, -0.5], [-0.1, 0.1, 0.3], [0.0, -0.2, -0.1], [0.0, 0.2, 0.1], [0.6, 0.2, 0.1], [-0.1, 0.0, -0.1], [0.1, -0.1, 0.1], [0.0, 0.0, 0.1], [-0.1, 0.1, 0.2], [0.0, 0.0, 0.0], [0.0, 0.0, 0.0], [0.0, 0.0, 0.0], [-0.1, 0.1, 0.0], [0.0, 0.0, 0.0], [0.0, 0.0, 0.0], [0.0, 0.0, 0.0], [0.0, 0.0, 0.0], [0.0, 0.0, 0.0], [0.0, 0.0, -0.1], [0.1, 0.0, 0.0], [0.0, 0.0, 0.0], [0.0, 0.0, 0.0], [0.0, 0.0, 0.0], [0.0, 0.0, 0.0], [0.0, 0.0, 0.0], [0.0, 0.0, 0.0], [0.0, -0.1, 0.0], [0.0, 0.0, 0.0], [-0.1, 0.0, 0.0], [0.0, 0.0, 0.0], [0.0, 0.0, 0.0], [0.0, 0.0, 0.0], [0.0, 0.0, 0.0], [0.0, 0.0, 0.0], [0.0, 0.0, 0.0], [-0.1, 0.0, 0.0], [0.0, 0.0, 0.0], [-0.1, 0.1, 0.0], [0.9, 0.8, 0.0], [-0.5, 0.3, -0.8], [0.1, -0.1, 0.2], [-0.1, 0.0, -0.1], [0.0, 0.1, 0.0], [-0.1, 0.1, -0.1], [-0.2, -0.4, -0.1], [0.0, 0.0, 0.1], [0.0, 0.0, 0.0], [0.0, 0.0, 0.0], [0.0, 0.0, 0.0], [0.1, 0.0, 0.0], [0.1, -0.5, -0.3], [0.2, 0.2, 0.2], [0.0, 0.0, 0.0], [0.0, 0.0, 0.0], [-0.1, -0.1, -0.1], [0.0, 0.0, 0.0], [0.0, 0.0, -0.1], [0.0, 0.0, 0.0], [0.0, 0.0, 0.0], [0.0, 0.0, 0.0], [0.0, 0.0, 0.0], [0.0, 0.0, 0.0]], "total_charge": -2, "multiplicity": 1, "homo_ev": -0.858, "relative_energy_ev": 0.0000, "lumo_ev": 4.3045}